Formula: C13H25BiF5NO2P2
Source: the OMol25 dataset
Level of theory: ωB97M-V/def2-TZVPD

Cartesian coordinates (Å):
Bi (-0.197, 1.360, -0.582)
P (-1.767, 0.989, 1.547)
P (1.512, 0.000, -2.113)
F (1.559, 4.506, -1.578)
F (2.611, 2.592, 0.170)
F (2.232, 5.290, 0.363)
F (1.084, 3.165, 1.682)
F (0.077, 5.070, -0.017)
O (1.668, -2.479, 1.062)
O (-0.214, -2.416, 2.983)
N (-1.091, -0.991, -0.789)
C (-0.652, -1.821, -1.751)
C (0.449, -1.373, -2.712)
C (-2.185, -3.552, -1.057)
C (-1.085, 1.066, 3.226)
C (1.328, 3.076, 0.324)
C (-2.589, -2.738, -0.015)
C (2.014, 0.970, -3.570)
C (2.968, -0.863, -1.457)
C (-2.006, -1.451, 0.153)
C (1.300, 4.512, -0.240)
C (-2.347, -0.665, 1.283)
C (-3.155, 2.168, 1.491)
C (-1.211, -3.084, -1.943)
H (-0.514, 0.151, 3.435)
H (-1.896, 1.164, 3.961)
H (-0.859, -3.667, -2.791)
H (2.487, -0.117, 2.488)
H (0.965, -2.465, 1.766)
H (2.391, -2.991, 1.460)
H (2.654, 1.806, -3.243)
H (-2.763, 3.194, 1.557)
H (-0.003, -1.057, -3.670)
H (2.639, -1.570, -0.673)
H (-1.060, -2.199, 2.538)
H (3.497, -1.405, -2.261)
H (2.580, 0.349, -4.285)
H (1.112, -2.228, -2.935)
H (3.651, -0.126, -1.005)
H (-3.707, 2.051, 0.548)
H (-3.840, 1.994, 2.334)
H (-1.161, 2.253, -1.738)
H (2.258, 0.087, 1.791)
H (-2.617, -4.541, -1.184)
H (-3.342, -3.029, 0.719)
H (-0.395, -3.216, 3.508)
H (1.127, 1.380, -4.077)
H (-0.416, 1.933, 3.312)
H (-3.090, -1.078, 1.981)

The value obtained for the total energy is -2112.09050 a.u. The calculation puts the energy above the lowest of the compared OMol25 structures with the same formula, charge and spin at 0.0000 eV. For the lowest unoccupied orbital energy, the calculation gives 0.5 eV. The HOMO-LUMO gap comes out at 6.6 eV.

=====

Formula: C13H25Br8Cl3O
Source: the OMol25 dataset
Level of theory: ωB97M-V/def2-TZVPD

Cartesian coordinates (Å):
Br (3.215, 3.918, -4.225)
Br (-2.020, -1.842, -0.767)
Br (2.448, -2.135, -3.659)
Br (5.372, 1.978, -0.602)
Br (-6.423, 2.217, 0.479)
Br (-4.047, -4.071, 2.792)
Br (0.199, -5.244, -1.137)
Br (-4.461, 5.915, 2.276)
Cl (1.054, 2.177, 0.020)
Cl (0.412, 0.571, -2.297)
Cl (-1.794, 1.980, -0.932)
O (0.909, -1.254, 0.984)
C (-4.921, 3.443, 0.961)
C (2.645, -0.144, 2.105)
C (-0.194, 1.202, -0.763)
C (1.563, -0.493, 3.105)
C (3.618, 2.860, -2.627)
C (0.686, -1.516, 2.366)
C (0.856, -4.268, -2.751)
C (5.081, 3.012, -2.275)
C (-5.490, 4.837, 1.026)
C (1.216, -2.871, -2.307)
C (-3.274, -2.339, 0.675)
C (2.288, -0.964, 0.849)
C (-2.734, -3.534, 1.453)
H (-4.222, -2.528, 0.191)
H (-3.289, -1.489, 1.349)
H (-1.819, -3.249, 1.961)
H (2.947, 3.194, -1.850)
H (-6.506, 4.830, 1.405)
H (0.363, -2.210, -2.239)
H (-5.489, 5.421, 0.113)
H (-2.549, -4.363, 0.776)
H (-4.590, 3.026, 1.903)
H (1.005, -2.532, 2.621)
H (-4.204, 3.234, 0.177)
H (3.680, -0.389, 2.379)
H (1.032, 0.437, 3.317)
H (2.924, -1.805, 0.551)
H (1.724, -4.879, -2.961)
H (2.387, -0.295, -0.016)
H (5.810, 2.617, -2.970)
H (2.750, 0.898, 1.816)
H (1.736, -2.861, -1.356)
H (3.475, 1.809, -2.871)
H (-0.365, -1.425, 2.636)
H (-0.368, 0.343, -0.126)
H (5.351, 4.040, -2.044)
H (0.132, -4.322, -3.554)
H (1.883, -0.941, 4.047)

The value obtained for the total energy is -22558.24294 a.u. For the lowest unoccupied orbital energy, the calculation gives 0.3 eV. The HOMO-LUMO gap comes out at 10.5 eV.

=====

Formula: C13H25BrN3O3
Source: the OMol25 dataset
Level of theory: ωB97M-V/def2-TZVPD

Cartesian coordinates (Å):
Br (-0.408, 1.329, 1.080)
O (-3.012, -1.778, 2.280)
O (2.249, -0.446, -3.748)
O (-0.815, 4.885, -3.336)
N (1.647, -0.509, -1.559)
N (1.197, -0.488, 3.584)
N (-2.151, -1.568, 0.211)
C (2.586, -1.560, -1.215)
C (1.368, -0.934, 4.875)
C (-2.194, 3.531, -1.927)
C (-0.989, 4.391, -2.245)
C (2.578, -1.581, 4.935)
C (0.708, 1.213, -3.018)
C (-3.253, -3.659, 0.846)
C (2.301, -0.824, 2.846)
C (1.625, 0.018, -2.796)
C (-2.776, -2.263, 1.180)
C (3.153, -1.527, 3.665)
C (-1.804, -2.027, -1.126)
C (0.000, 4.618, -1.114)
H (3.447, -1.496, -1.878)
H (0.093, 3.784, -0.426)
H (-1.666, -3.102, -1.182)
H (-0.191, 5.553, -0.584)
H (0.461, 0.122, 3.255)
H (-0.338, 0.921, -2.918)
H (3.080, -1.902, 5.835)
H (2.406, -0.384, 1.868)
H (-3.965, -3.699, 0.021)
H (0.992, 1.951, -2.264)
H (-2.942, 4.138, -1.412)
H (1.113, -0.042, -0.841)
H (0.855, 1.582, -4.026)
H (0.589, -0.717, 5.587)
H (0.943, 4.805, -1.636)
H (-2.591, -1.720, -1.824)
H (-0.897, -1.490, -1.402)
H (2.870, -1.462, -0.172)
H (-3.678, -4.171, 1.704)
H (4.142, -1.897, 3.445)
H (-1.919, -0.596, 0.412)
H (-2.700, 3.152, -2.817)
H (-1.888, 2.669, -1.332)
H (-2.386, -4.265, 0.557)
H (2.162, -2.552, -1.388)

Its charge is -1. The value obtained for the total energy is -3474.50000 a.u. For the lowest unoccupied orbital energy, the calculation gives 3.0 eV. The HOMO-LUMO gap comes out at 8.5 eV.